Entry 1:
This record from OMol25 describes a molecular structure, C27H22N3O11S3Tc. The level of theory is ωB97M-V with the def2-TZVPD basis set.

The geometry in XYZ format:
```
67
Properties=species:S:1:pos:R:3:mulliken_spin:R:1
C 5.171 -6.558 -0.956 0.000
C 0.205 -1.080 -4.324 -0.004
C -3.279 1.402 -0.255 0.002
H -0.476 1.820 -1.874 -0.010
O 2.826 -0.957 1.690 0.004
H 5.099 -7.229 -0.099 0.000
N 1.219 -4.043 -1.851 0.025
H -1.010 2.083 -4.251 0.000
C 2.219 2.034 -0.823 -0.002
H 4.749 -2.014 -1.888 0.000
H 4.111 -5.661 1.382 0.000
O 2.782 -5.733 -2.925 0.002
C 3.905 -3.563 1.009 0.008
O -4.749 -0.393 -0.641 0.000
C 3.130 0.913 -1.339 0.010
C 0.718 -5.737 1.389 -0.001
C 0.913 -4.043 -0.594 0.024
H 2.942 0.806 -2.410 -0.001
O -1.955 1.815 -0.152 0.000
O 4.928 -0.133 0.625 -0.002
H -4.789 -1.352 -0.778 0.000
O 1.215 1.591 -0.101 0.021
H 0.899 -2.175 -2.641 -0.004
C 0.493 -1.230 -2.977 -0.062
N 2.761 -0.329 -0.667 -0.021
H 4.497 -6.913 -1.737 0.000
O 2.422 3.194 -1.094 0.013
H -2.282 2.563 1.755 0.000
C -0.346 0.112 -4.786 0.002
N -0.909 0.409 -7.294 0.001
C -0.906 0.965 1.953 0.004
C -0.292 0.998 -2.548 -0.016
C -0.594 1.151 -3.890 0.000
H -3.875 1.697 0.615 0.000
H 1.666 -8.448 -1.254 0.000
C 1.404 -7.703 -0.514 0.000
H 6.189 -6.610 -1.349 0.000
C 4.809 -5.151 -0.577 0.000
H -3.726 1.882 -1.130 0.000
H 0.398 -1.891 -5.014 0.000
O -0.958 1.021 3.160 0.000
O 0.358 -5.934 -3.292 0.002
H 0.463 -4.974 2.112 0.001
S 3.710 -0.888 0.543 0.015
C 0.250 -0.199 -2.064 -0.006
S 0.482 -2.725 0.408 -0.003
H 0.696 -7.359 2.785 0.000
C 4.977 -4.111 -1.493 0.001
C -1.490 2.122 1.145 0.002
C 4.267 -4.860 0.668 0.000
C 1.263 -6.374 -0.855 0.000
H 5.366 -4.330 -2.480 0.000
H -0.690 2.852 1.022 0.000
H 4.173 1.176 -1.179 0.000
C 4.096 -2.548 0.086 -0.018
O -0.359 -0.035 1.305 0.002
C 0.933 -5.398 0.063 -0.006
Tc 0.887 -0.413 -0.129 1.006
C 4.627 -2.815 -1.168 0.000
C 0.855 -7.071 1.754 0.001
C -0.659 0.275 -6.179 0.000
O -2.576 -0.918 -0.462 0.006
C 1.197 -8.043 0.817 0.001
H 1.301 -9.074 1.130 0.000
H 3.462 -3.335 1.969 0.003
S 1.443 -5.575 -2.426 -0.001
C -3.440 -0.095 -0.447 0.001
```

Computed properties:
HOMO-LUMO gap (spin up / spin down)	7.07 / 7.01	eV
E_tot	-90055.840	eV
⟨S²⟩	0.764
spin multiplicity	2
strongest force on any atom	0.92	eV/Å
net charge	-1


Entry 2:
This record from OMol25 describes 11 unconnected molecules or ions with the total composition C27H23BCl40N3O7PS in a non-equilibrium geometry. The level of theory is ωB97M-V with the def2-TZVPD basis set.

The geometry in XYZ format:
```
103
Properties=species:S:1:pos:R:3:lowdin_charge:R:1
C 0.660 0.274 7.077 -2.006
Cl -8.673 0.569 3.374 0.508
Cl -9.905 -1.151 -3.332 0.518
C -1.745 -3.500 9.136 -2.025
Cl 3.529 1.861 -8.245 0.525
H 3.910 -1.937 -3.234 0.111
H -4.788 4.564 -0.833 0.127
C -1.003 -1.458 -0.737 -0.087
Cl -1.100 0.462 7.169 0.522
Cl -2.475 -3.855 10.713 0.518
Cl 4.063 1.920 3.226 0.448
H -3.305 4.192 -2.932 0.087
Cl 5.968 0.554 1.190 0.484
H -3.364 -0.800 -2.825 0.103
Cl 10.014 4.195 2.754 0.535
H 4.095 -2.103 -0.259 0.038
Cl 1.376 2.295 -10.130 0.520
C -3.899 3.868 -0.788 -0.241
O 1.984 -0.949 -4.473 -0.243
Cl 0.854 -5.739 -4.597 0.539
Cl 1.367 1.721 6.347 0.507
O -3.634 1.535 -2.977 0.109
C 3.872 -1.312 -2.311 -0.250
Cl 6.060 -0.156 4.004 0.504
N -2.348 -0.948 -2.745 0.113
H 4.355 -0.310 -2.418 0.126
C 2.709 2.749 2.436 -1.967
H 0.286 0.821 -6.882 0.050
N -2.614 2.064 1.392 0.120
C 4.696 -2.120 -1.206 -0.088
O 2.539 -1.122 -1.762 -0.224
C -9.000 1.107 1.716 -2.036
Cl -1.139 -7.830 -4.451 0.536
H 1.347 -1.264 -6.434 0.090
C -10.256 -2.605 -2.381 -2.047
Cl -8.790 -3.119 -1.526 0.499
Cl 6.478 -2.187 1.982 0.547
Cl -0.752 -4.876 8.622 0.518
O -4.418 2.541 -0.939 0.026
H -0.004 -1.346 -5.238 0.100
Cl 1.057 -1.126 6.065 0.550
H -0.400 0.898 -5.235 0.063
C 0.304 -2.503 -2.783 -0.236
C -2.102 0.914 0.616 -0.105
N 0.184 -1.071 2.873 0.126
O 0.648 0.300 -2.700 -0.270
C 2.626 1.157 -9.597 -2.037
Cl -1.767 -5.321 -5.750 0.524
H 0.447 -3.133 -0.691 0.115
C 6.117 5.100 6.909 -2.016
Cl 3.734 0.823 -10.938 0.522
C 0.559 0.701 -5.797 -0.087
C -0.643 0.121 2.786 -0.404
Cl 9.142 1.492 2.189 0.512
C -2.901 4.359 -1.894 -0.083
Cl -8.781 -0.253 0.600 0.491
Cl 9.195 2.449 4.922 0.478
C -2.532 0.658 -0.775 0.084
H 0.986 -3.388 -2.955 0.069
Cl -10.667 1.700 1.605 0.519
H -1.847 3.995 -1.775 0.089
C -0.876 -6.079 -4.419 -2.017
O 0.989 -2.805 1.570 0.096
Cl -3.026 -3.217 7.942 0.514
C -0.356 -2.720 -1.363 -0.180
P 1.365 -0.989 -2.923 0.622
H -2.843 5.483 -1.792 0.087
Cl 1.997 1.695 1.200 0.571
S -4.754 1.131 2.989 0.744
O -0.842 0.893 3.675 0.064
Cl 3.842 -1.045 2.355 0.523
C 0.291 -1.830 1.647 -0.365
C 5.586 -0.709 2.382 -1.995
Cl 1.488 3.139 3.657 0.522
Cl -10.795 -3.902 -3.461 0.518
Cl 4.469 4.868 6.293 0.511
C -1.967 -0.565 -1.406 -0.148
H -0.176 -1.626 3.659 0.118
Cl -1.455 -5.423 -2.874 0.583
Cl 7.190 3.883 6.193 0.449
H -2.701 1.545 -3.276 0.107
H -3.422 4.076 0.208 0.109
H -1.109 -3.560 -1.458 0.041
Cl -11.531 -2.247 -1.204 0.513
H 4.720 -3.203 -1.521 0.079
H -0.483 -2.591 -3.577 0.063
Cl -0.729 -2.055 9.264 0.474
C -3.503 1.607 2.113 -0.714
Cl 6.688 6.720 6.472 0.523
C 0.950 -0.807 -5.464 -0.279
C 8.890 2.909 3.226 -1.996
B -3.548 1.633 -1.557 -0.538
Cl 3.292 4.241 1.672 0.534
C -0.640 -1.123 0.621 0.009
Cl 6.117 4.928 8.674 0.520
Cl 7.225 3.489 3.049 0.486
Cl -7.879 2.408 1.286 0.514
H -2.252 -1.964 -2.853 0.075
Cl 1.862 -0.354 -9.071 0.534
Cl 1.325 0.039 8.711 0.494
H 1.307 1.449 -5.447 0.082
H 5.729 -1.727 -1.063 0.054
C -1.173 0.046 1.338 -0.020
```

Computed properties:
HOMO-LUMO gap	7.99	eV
E_tot	-568871.065	eV
strongest force on any atom	3.25	eV/Å
net charge	0


Entry 3:
This record from OMol25 describes a molecular structure, C27H23BIrN13Se. The level of theory is ωB97M-V with the def2-TZVPD basis set.

The geometry in XYZ format:
```
66
Properties=species:S:1:pos:R:3:mulliken_spin:R:1
N -3.040 -0.331 -2.328 0.054
C 5.924 0.428 1.599 0.000
C -2.647 -1.874 0.386 0.044
H -1.314 -1.516 -2.536 0.040
H -0.753 3.056 1.358 0.000
C -1.438 2.673 -1.375 0.000
C -3.013 -2.790 -2.224 0.300
C -3.405 3.255 -2.623 0.000
H 7.237 -0.768 0.220 0.000
C 0.290 2.792 1.267 0.001
C -3.645 -3.430 -1.212 -0.049
Ir -0.484 0.065 -0.020 0.020
H 4.920 -0.985 -1.147 0.000
C -3.549 -2.922 0.105 0.292
C -1.312 0.334 2.912 0.003
H 6.557 0.742 2.415 0.000
N -1.886 -1.341 -0.558 0.242
N 4.653 0.770 1.591 0.000
C 2.717 -2.065 1.418 -0.001
N 2.002 1.510 0.900 -0.002
H 1.457 4.508 2.038 0.000
H -1.944 4.673 -1.983 0.000
N -4.667 1.313 -3.339 -0.003
C 2.039 0.510 -3.452 0.001
H 2.286 0.637 -4.491 0.000
H -4.091 3.947 -3.096 0.000
H -1.665 0.439 5.013 0.000
C 1.416 3.517 1.622 -0.001
C 6.285 -0.337 0.471 0.000
H -3.340 -1.422 4.971 0.000
N 0.653 1.580 0.817 0.000
N 2.214 0.290 -1.247 0.000
Se -4.573 -0.416 -3.313 0.010
N -1.687 1.374 -1.287 0.006
C 0.784 0.357 -2.882 0.001
H -0.388 -3.012 1.223 0.002
H -4.233 -4.320 -1.397 0.009
C -2.454 -1.274 1.715 0.025
N 2.071 -0.996 0.925 -0.003
C 1.805 -3.078 1.632 0.000
H -0.583 1.129 2.916 -0.001
H -0.534 3.007 -0.885 0.000
B 2.659 0.274 0.262 0.002
C -2.254 3.638 -2.018 0.000
N 0.758 -1.294 0.812 0.003
C 2.908 0.474 -2.381 0.000
C -3.106 -1.715 2.854 0.021
H 1.998 -4.060 2.024 0.000
H 3.781 -2.035 1.591 0.000
H -0.182 0.339 -3.360 0.000
C 5.110 -0.437 -0.238 0.000
H -3.807 -2.535 2.801 0.003
C -2.215 -1.569 -1.922 -0.026
C -2.844 -1.095 4.067 -0.001
C -2.747 0.946 -2.040 0.000
H 3.539 2.797 1.529 0.000
H 3.978 0.597 -2.366 0.000
N -1.583 -0.239 1.736 -0.007
C 2.482 2.669 1.368 0.000
H -4.135 -3.372 0.893 0.001
N 0.891 0.242 -1.556 0.001
C 0.585 -2.551 1.227 -0.007
C -1.923 -0.064 4.091 0.005
C -3.660 1.853 -2.673 0.007
N 4.150 0.246 0.430 0.000
H -3.050 -3.143 -3.248 0.006
```

Computed properties:
HOMO-LUMO gap (spin up / spin down)	4.62 / 4.20	eV
E_tot	-116582.263	eV
⟨S²⟩	0.783
spin multiplicity	2
strongest force on any atom	0.97	eV/Å
net charge	+3


Entry 4:
This record from OMol25 describes a molecular structure, C27H23BrFMnN5O6S2 in a non-equilibrium geometry. The level of theory is ωB97M-V with the def2-TZVPD basis set.

The geometry in XYZ format:
```
66
Properties=species:S:1:pos:R:3:mulliken_spin:R:1
N 4.062 2.501 2.135 0.000
H 0.364 -0.073 6.875 0.000
C 0.072 -0.149 5.836 0.005
N -1.410 -1.177 -0.609 0.361
H -7.116 -3.350 -5.162 0.020
H -7.525 -2.188 -1.051 0.014
Mn -0.171 -0.028 1.110 3.951
C -0.103 -1.393 5.213 0.002
C -6.899 -2.498 -1.881 0.125
N 3.493 4.740 1.974 0.000
C 3.951 4.912 0.659 0.000
C -6.673 -3.153 -4.192 0.171
O 3.090 -0.851 2.338 -0.002
C 3.604 0.880 -3.369 -0.001
C 2.819 0.415 2.349 -0.016
C -2.658 -1.484 -0.874 -0.015
O 3.273 0.352 -1.090 -0.001
H -3.662 -3.195 -2.632 0.016
C -4.721 -3.026 -2.769 0.143
C -0.507 -0.285 3.079 -0.087
C -3.662 -1.951 -0.025 0.154
C -5.300 -3.295 -3.993 -0.073
H -2.992 -1.341 -1.904 0.018
H 3.895 1.441 3.890 0.001
H -8.535 -2.650 -3.244 -0.005
H 1.446 0.646 -5.968 0.000
N -0.712 -0.752 -1.751 0.043
O 1.799 0.987 2.019 0.011
C 1.496 -0.077 -2.650 0.027
C -4.971 -2.298 -0.370 0.205
H -0.968 -1.277 -2.578 0.005
C -0.127 0.976 5.089 0.009
H -4.674 -3.633 -4.813 -0.007
H 0.012 -2.309 5.780 0.000
C 4.423 2.527 0.810 0.000
H 3.769 1.344 -5.452 0.000
S 1.960 -2.056 1.757 0.014
H 1.121 -1.744 -1.387 -0.020
C 1.833 0.554 -4.959 0.002
N -0.456 0.864 3.790 -0.001
O 0.937 -0.027 -0.338 0.071
H 4.932 0.664 2.664 -0.001
C -7.463 -2.760 -3.110 -0.072
C 3.539 3.617 2.762 0.002
C -5.496 -2.591 -1.660 -0.074
H -0.027 1.979 5.482 0.002
C 3.128 0.955 -4.669 0.000
Br -3.255 -2.123 1.849 0.019
H -0.487 -2.404 3.380 0.008
H -0.645 1.701 3.218 0.014
C -0.382 -1.446 3.865 0.025
H 3.078 5.554 2.398 0.000
C 0.719 -0.706 -1.504 -0.020
O 3.196 3.627 3.930 -0.001
H -5.684 -2.337 0.448 0.029
F 4.847 3.662 -1.161 0.000
O 3.920 6.009 0.148 0.000
H 0.013 -0.257 -4.180 0.003
H 4.696 1.583 0.357 0.000
H 2.456 0.189 -0.515 0.005
C 2.794 0.380 -2.353 0.006
H 4.597 1.228 -3.110 0.000
C 1.028 0.042 -3.947 -0.005
C 4.017 1.229 2.830 0.001
S -1.511 1.651 1.132 -0.080
C 4.413 3.673 0.106 0.000
```

Computed properties:
HOMO-LUMO gap (spin up / spin down)	4.00 / 5.65	eV
E_tot	-173858.377	eV
⟨S²⟩	8.975
spin multiplicity	6
strongest force on any atom	2.32	eV/Å
net charge	-2